Formula: C25H27IIrN3O3S2
Source: OMol25
Level of theory: the ωB97M-V functional and the def2-TZVPD basis

The geometry in XYZ format:
```
62
Properties=species:S:1:pos:R:3
Ir -0.1783 -0.5018 0.5389
N 0.6773 -3.4509 -2.2717
C -0.4787 -4.0104 -2.8914
C -0.3181 -4.8640 -3.9650
C -1.4325 -5.4185 -4.5813
C -2.7005 -5.1113 -4.1218
C -2.8590 -4.2474 -3.0441
C -1.7480 -3.7015 -2.4283
S -2.0115 -2.6547 -1.0190
N -0.4269 -2.0600 -0.7484
C 0.6444 -2.5241 -1.3100
C 1.8945 -1.9625 -0.7684
C 3.1729 -2.3625 -1.0949
C 4.2563 -1.7263 -0.5017
C 4.0296 -0.7008 0.3984
C 2.7266 -0.3510 0.7025
N 1.6915 -0.9786 0.1358
H 1.5666 -3.7301 -2.6480
H 0.6772 -5.1006 -4.3230
H -1.3016 -6.0896 -5.4182
H -3.5722 -5.5410 -4.5947
H -3.8511 -4.0128 -2.6782
H 3.3427 -3.1635 -1.7997
H 5.2645 -2.0306 -0.7472
H 4.8439 -0.1748 0.8751
H 2.4865 0.4325 1.4073
I 0.8344 0.3330 9.1550
C 0.6269 0.1497 7.1021
C 0.7285 -1.1081 6.5101
C 0.5864 -1.2321 5.1429
C 0.3458 -0.0953 4.3668
C 0.2466 1.1641 4.9636
C 0.3867 1.2857 6.3311
C 0.1971 -0.2198 2.9363
O 0.2192 -1.3551 2.3227
O 0.0411 0.7783 2.1384
H 0.9162 -1.9809 7.1190
H 0.6591 -2.2035 4.6725
H 0.0610 2.0379 4.3532
H 0.3101 2.2552 6.8025
C -2.2405 5.2097 -0.3335
C -1.4258 4.4414 -1.3681
C -1.9823 3.0475 -1.6404
S -1.9268 2.0438 -0.1318
O -1.3403 0.6724 -0.6488
C -3.6579 1.6617 0.2052
C -4.3000 0.5752 -0.6555
C -4.7232 0.9972 -2.0583
H -1.8673 6.2259 -0.2239
H -2.1904 4.7422 0.6541
H -3.2898 5.2759 -0.6291
H -0.3794 4.3682 -1.0635
H -1.4361 4.9770 -2.3188
H -1.3821 2.4774 -2.3509
H -3.0089 3.0865 -1.9951
H -4.1505 2.6341 0.1096
H -3.6717 1.3919 1.2626
H -5.1710 0.2340 -0.0937
H -3.6214 -0.2796 -0.7152
H -5.2861 1.9326 -2.0445
H -5.3688 0.2373 -2.4953
H -3.8709 1.1132 -2.7280
```

## Properties
* frontier orbital gap: 0.2314 hartree
* energy above the lowest of the compared OMol25 structures with the same formula, charge and spin: 0.00 kcal per mole
* net charge: +2

Formula: C25H27IrN11O2Se
Source: OMol25
Level of theory: the ωB97M-V functional and the def2-TZVPD basis

The geometry in XYZ format:
```
67
Properties=species:S:1:pos:R:3
Ir 0.0513 0.0132 0.0096
C -2.9695 -0.9227 0.8534
N -2.4128 0.0131 -0.1419
C -2.8502 1.3902 0.1380
C -2.2129 1.8165 1.4351
C -2.8393 2.6891 2.3058
C -2.1541 3.1140 3.4393
C -0.8848 2.6099 3.6819
C -0.3330 1.7236 2.7732
N -0.9683 1.3632 1.6563
C -2.7436 -0.3735 -1.5201
C -1.9708 -1.5785 -1.9331
C -2.4921 -2.4998 -2.8306
C -1.7018 -3.5659 -3.2335
C -0.4283 -3.7054 -2.6950
C 0.0097 -2.7603 -1.7866
N -0.7364 -1.7045 -1.4377
C -1.9651 -1.7124 1.6393
C -2.4348 -2.6225 2.5775
C -1.5384 -3.3552 3.3362
C -0.1766 -3.1690 3.1242
C 0.2189 -2.2530 2.1734
N -0.6566 -1.5342 1.4532
H -3.5827 -0.3781 1.5772
H -3.6335 -1.6344 0.3552
H -3.0227 2.9383 -1.0418
H -3.9461 1.4308 0.2030
H -3.8429 3.0431 2.1107
H -2.6126 3.8099 4.1301
H -0.3353 2.8822 4.5716
H 0.6327 1.2739 2.9630
H -3.8178 -0.5458 -1.6436
H -2.4708 0.4595 -2.1696
H -3.4966 -2.3768 -3.2122
H -2.0798 -4.2867 -3.9465
H 0.2130 -4.5298 -2.9726
H 0.9821 -2.8580 -1.3191
H -3.5024 -2.7378 2.7103
H -1.8950 -4.0565 4.0798
H 0.5593 -3.7249 3.6869
H 1.2668 -2.0732 1.9787
N 1.7310 -0.1408 -1.9433
N 1.4026 0.7541 -2.9597
C 0.6837 1.8337 -2.6800
N 0.3479 2.7228 -3.5761
N 0.3069 1.9394 -1.3520
N -0.1546 3.0278 -0.8379
O -0.2770 4.0939 -1.3875
O -2.4034 2.2078 -0.8981
H 2.6265 0.1103 -1.5195
H 1.8282 -1.0687 -2.3494
H 1.7257 0.5767 -3.9048
H 0.6279 2.6652 -4.5495
H -0.1495 3.5697 -3.3150
Se 2.1767 2.6686 0.9067
N 2.1164 0.8340 0.9308
C 3.0074 0.4104 1.8360
C 3.4115 -0.9146 2.1112
C 4.2960 -1.1577 3.1324
C 4.8827 -0.1065 3.8833
C 4.5703 1.1961 3.6187
C 3.6732 1.4860 2.5612
N 3.3307 2.6995 2.1660
H 3.0983 -1.7194 1.4579
H 4.5883 -2.1755 3.3554
H 5.6038 -0.3457 4.6533
H 4.9621 2.0103 4.2145
```

## Properties
* frontier orbital gap (alpha / beta): 0.1694 / 0.1692 hartree
* energy above the lowest of the compared OMol25 structures with the same formula, charge and spin: 121.25 kcal per mole
* net charge: +4
* <S²>: 0.77
* multiplicity: 2

Formula: C25H27N3O5S
Source: OMol25
Level of theory: the ωB97M-V functional and the def2-TZVPD basis

The geometry in XYZ format:
```
61
Properties=species:S:1:pos:R:3
C -6.1909 -0.8286 -1.5950
C -4.9296 0.0645 -1.5003
N -4.5743 1.0637 -2.4089
O -3.5963 1.6078 -1.9313
C -3.2954 0.9705 -0.8519
C -4.2584 0.0457 -0.3332
S -4.1850 -0.9901 1.2376
O -4.1663 0.0094 2.0990
O -5.0914 -1.9156 0.8718
N -2.4899 -1.4425 0.8933
C -2.4117 -2.2278 -0.0807
C -0.9772 -2.7163 -0.2867
H -0.6270 -3.8401 0.3525
H -0.6018 -3.0200 -1.1667
C -0.0231 -1.6384 0.1202
H -0.3899 -0.7841 -0.2078
C 1.5012 -2.1122 0.0976
O 1.8291 -3.1467 0.2198
N 2.4055 -0.7963 -0.2493
C 3.6697 -0.9598 -0.1572
C 4.4376 -2.1404 -0.5111
C 5.7421 -1.8710 -0.3363
C 6.4308 -0.5957 -0.3648
C 5.5790 0.4700 -0.0961
C 4.2746 0.4323 -0.4409
C 3.2843 1.3124 -0.0251
H 3.3366 1.9707 -0.6664
H 3.2253 1.8053 0.9875
C 1.8436 0.4666 -0.2458
C 1.5443 0.7192 -1.7366
H 0.6825 0.2407 -2.1475
H 1.1902 1.7735 -2.0603
H 2.3766 0.5790 -2.4487
H 1.0839 0.6298 0.2957
H 6.0522 1.3366 -0.2053
H 7.5511 -0.4025 -0.4444
H 6.5167 -2.8293 -0.7799
H 4.0380 -3.0945 -0.2049
C -0.2727 -1.3068 1.7624
C -1.8485 -1.4675 2.1869
H -1.7942 -2.6885 2.6444
H -2.2322 -0.8151 3.0771
H 0.2717 -2.0626 2.3704
H -0.0243 -0.4653 2.0127
H -2.8060 -1.9455 -1.1199
H -2.8196 -3.3660 0.1187
C -2.1378 1.5499 0.0955
C -1.2815 2.4965 -0.3496
C -0.2917 3.2652 0.2582
C 0.4317 4.2534 0.1018
C 1.4656 4.3512 1.1001
C 1.0643 3.3993 1.9946
O 0.1755 2.7318 1.4848
H 1.4793 3.0055 3.1144
H 2.3688 4.9226 1.3744
H 0.6094 4.8691 -0.6346
H -1.6013 3.0256 -1.4284
H -2.1702 1.2159 1.0788
H -7.1300 -0.1977 -1.4148
H -6.1583 -1.1659 -2.4230
H -6.0846 -1.7509 -1.0970
```

## Properties
* frontier orbital gap: 0.2632 hartree
* energy above the lowest of the compared OMol25 structures with the same formula, charge and spin: 585.14 kcal per mole

Formula: C25H27N5O3
Source: OMol25
Level of theory: the ωB97M-V functional and the def2-TZVPD basis

The geometry in XYZ format:
```
60
Properties=species:S:1:pos:R:3
C -2.7931 0.4080 -1.0200
N -2.0449 -0.6716 -1.6182
C -1.6662 -0.5493 -3.0177
C -0.3439 0.1610 -3.1543
C 0.8670 -0.5307 -3.1256
N 2.0270 0.0898 -3.2528
C 1.9955 1.4066 -3.3908
C 0.7958 2.1047 -3.3961
N -0.3674 1.4832 -3.2829
C -1.5492 -1.7246 -0.9277
O -0.9039 -2.5982 -1.4865
C -1.8470 -1.7710 0.5569
C -0.7898 -2.6065 1.2983
C -1.3963 -3.1927 2.5695
O -2.5853 -3.4190 2.6812
N -0.5178 -3.5223 3.5395
C 0.8551 -3.0808 3.5305
C 0.8712 -1.7074 2.8467
N 0.4095 -1.8027 1.4855
C 1.4699 -2.0091 0.5133
C 2.1302 -0.6935 0.1941
C 3.5047 -0.5684 0.0607
C 4.0647 0.6608 -0.2449
C 3.2677 1.7785 -0.3948
C 1.8881 1.6606 -0.2546
O 1.1371 2.7871 -0.4821
C -0.0739 2.9497 0.1369
C -1.0453 3.6689 -0.5538
C -2.2678 3.9234 0.0383
C -2.5365 3.4623 1.3166
C -1.5654 2.7568 2.0073
C -0.3349 2.5024 1.4291
C 1.3267 0.4236 0.0211
H -3.6160 0.0170 -0.4205
H -2.1663 1.0460 -0.3912
H -3.2046 1.0298 -1.8115
H -2.4393 0.0066 -3.5497
H -1.5788 -1.5600 -3.4247
H 0.8976 -1.6042 -3.0057
H 2.9496 1.9015 -3.5024
H 0.7591 3.1800 -3.5020
H -2.8234 -2.2389 0.7107
H -1.8656 -0.7724 0.9904
H -0.5670 -3.4849 0.6710
H -0.9053 -3.9400 4.3722
H 1.4829 -3.7830 2.9665
H 1.2293 -3.0238 4.5540
H 0.1991 -1.0408 3.4012
H 1.8720 -1.2741 2.8502
H 2.2233 -2.7346 0.8582
H 1.0241 -2.4015 -0.4033
H 4.1383 -1.4340 0.1860
H 5.1346 0.7510 -0.3578
H 3.6899 2.7445 -0.6233
H -0.8259 4.0153 -1.5506
H -3.0164 4.4806 -0.5045
H -3.4940 3.6563 1.7750
H -1.7622 2.4051 3.0094
H 0.4263 1.9666 1.9770
H 0.2571 0.3123 0.1024
```

## Properties
* SMILES: CN(Cc1cnccn1)C(=O)C[C@@H]1C(=O)NCCN1Cc1cccc(Oc2ccccc2)c1
* frontier orbital gap: 0.3356 hartree
* energy above the lowest of the compared OMol25 structures with the same formula, charge and spin: 35.99 kcal per mole

Formula: C25H27N5O3
Source: OMol25
Level of theory: the ωB97M-V functional and the def2-TZVPD basis

The geometry in XYZ format:
```
60
Properties=species:S:1:pos:R:3
C 4.0766 3.1050 0.9448
N 3.4945 2.7842 -0.4670
C 2.3032 2.1297 -0.7554
O 2.0936 1.9037 -1.9116
C 1.3802 2.2663 0.2159
H 0.5081 2.4764 0.0282
H 1.7748 2.9488 1.3389
C 1.3704 0.6210 0.7863
N 0.1563 0.0196 0.3839
C 0.1458 -0.3188 -0.9182
H 0.5471 0.3424 -1.4614
H -0.6739 -0.8130 -1.3356
C 1.1941 -1.2719 -1.2677
N 2.4645 -1.1700 -0.3787
C 2.6039 -0.1331 0.3751
O 3.7676 0.1457 1.1391
H 3.2627 -1.4020 -0.6590
H 0.9358 -2.3441 -0.7244
H 1.3894 -1.6392 -2.2463
C -0.3028 -1.0283 1.4979
C -1.6789 -1.4915 0.8839
C -2.5856 -0.6282 0.9205
C -3.9731 -1.1020 0.4716
C -4.1722 -2.3739 0.4085
C -3.2374 -3.4662 0.2346
C -2.0588 -2.8818 0.8265
H -1.2384 -3.3919 0.9709
H -3.4558 -4.4912 0.3167
H -5.1579 -2.6262 0.0304
O -4.9675 0.0147 0.2178
C -6.2577 -0.3669 0.3741
C -6.6875 -0.9995 1.3552
C -8.0801 -1.1812 1.7535
C -8.9806 -0.3811 0.8698
C -8.5148 0.3368 -0.1599
C -7.1879 0.1959 -0.3414
H -6.8641 0.9641 -1.3913
H -9.2184 0.7824 -0.5257
H -10.0095 -0.6496 1.1190
H -8.2515 -1.8297 2.6568
H -6.0611 -1.4120 2.2938
H -2.3659 0.4624 1.1048
H 0.4403 -1.7901 1.4595
H -0.3940 -0.4078 2.3855
H 1.4650 0.6392 1.9260
C 4.4954 2.7818 -1.5271
C 5.2985 1.5401 -1.3306
N 6.3266 1.5560 -0.5671
C 6.9959 0.1428 -0.4241
C 6.6000 -0.9673 -0.7605
N 5.3722 -0.9787 -1.6356
C 4.8560 0.2056 -1.9420
H 3.8325 0.1645 -2.6217
H 6.7840 -1.8157 -0.4454
H 7.7886 0.3234 0.4048
H 5.3353 3.5144 -1.1911
H 4.1552 2.8430 -2.5669
H 5.2592 3.3677 0.8408
H 3.5669 3.8578 1.3069
H 3.9010 2.2604 1.8127
```

## Properties
* frontier orbital gap: 0.3308 hartree
* energy above the lowest of the compared OMol25 structures with the same formula, charge and spin: 484.42 kcal per mole

Formula: C25H27NO2
Source: OMol25
Level of theory: the ωB97M-V functional and the def2-TZVPD basis

The geometry in XYZ format:
```
55
Properties=species:S:1:pos:R:3
O 0.7684 3.2975 -1.4258
C 0.5851 2.0194 -0.8692
C -0.5435 1.3161 -1.6211
O -0.6535 0.0069 -1.1214
C -1.6497 -0.7605 -1.7701
C -1.8221 -2.0744 -1.0398
C -0.8766 -2.5169 -0.1270
C -1.0358 -3.7383 0.5045
C -2.1354 -4.5299 0.2238
C -3.0801 -4.0935 -0.6903
C -2.9250 -2.8719 -1.3189
C -1.2873 -1.0695 -3.2105
C -0.0114 -1.5326 -3.5043
C 0.3375 -1.8375 -4.8066
C -0.5892 -1.6919 -5.8257
C -1.8631 -1.2341 -5.5376
C -2.2102 -0.9199 -4.2349
C 0.2620 2.1359 0.6273
N 1.2712 2.9686 1.2680
C 0.7763 3.7124 2.4125
C 0.3068 2.8060 3.5547
C 1.3003 1.7091 3.8287
C 1.2002 0.9581 4.9943
C 2.0837 -0.0716 5.2537
C 3.0830 -0.3666 4.3406
C 3.1885 0.3729 3.1784
C 2.3046 1.4113 2.9122
C 2.4608 2.2260 1.6501
H 1.2075 3.8221 -0.7389
H 1.5002 1.4198 -1.0032
H -1.4852 1.8679 -1.4757
H -0.3116 1.3160 -2.6950
H -2.6055 -0.2071 -1.7510
H -0.0251 -1.8918 0.0896
H -0.2962 -4.0727 1.2176
H -2.2578 -5.4840 0.7150
H -3.9411 -4.7066 -0.9132
H -3.6620 -2.5340 -2.0333
H 0.7021 -1.6425 -2.7012
H 1.3334 -2.1926 -5.0281
H -0.3181 -1.9327 -6.8430
H -2.5878 -1.1154 -6.3299
H -3.2031 -0.5525 -4.0151
H -0.7056 2.6350 0.7215
H 0.1828 1.1312 1.0609
H 1.5952 4.3487 2.7614
H -0.0400 4.3609 2.0826
H -0.6522 2.3489 3.2893
H 0.1459 3.3983 4.4582
H 0.4178 1.1910 5.7032
H 1.9941 -0.6443 6.1651
H 3.7760 -1.1719 4.5345
H 3.9662 0.1471 2.4621
H 3.2704 2.9534 1.7981
H 2.7542 1.5768 0.8227
```

## Properties
* SMILES: O[C@H](COC(c1ccccc1)c1ccccc1)CN1CCc2ccccc2C1
* frontier orbital gap: 0.3510 hartree
* energy above the lowest of the compared OMol25 structures with the same formula, charge and spin: 0.49 kcal per mole

Formula: C25H27OYb
Source: OMol25
Level of theory: the ωB97M-V functional and the def2-TZVPD basis

The geometry in XYZ format:
```
54
Properties=species:S:1:pos:R:3
Yb 0.0209 -0.1806 0.2115
C 2.3069 0.2610 1.5318
C 2.6575 -0.6082 0.4607
C 2.5225 0.1225 -0.7571
H 2.9971 -1.6367 0.5614
C 2.0803 1.4372 -0.4420
C 1.9460 1.5272 0.9793
H 1.6722 2.4158 1.5448
H 2.3319 0.0009 2.5881
H 2.7866 -0.2475 -1.7519
H 1.9252 2.2502 -1.1555
C -2.5145 0.2212 1.0476
C -1.8389 1.4087 1.4513
C -1.4639 2.1224 0.2739
H -1.6947 1.7397 2.4780
C -1.9323 1.3880 -0.8542
C -2.5697 0.2044 -0.3755
H -3.0556 -0.5582 -0.9892
H -2.9272 -0.5313 1.7165
H -0.9591 3.0874 0.2467
H -1.8845 1.7140 -1.8977
O 0.1918 -2.0146 -0.8814
C -0.2906 -0.4925 -4.1754
C 0.3182 -1.7803 -3.6310
C 0.5190 0.7303 -4.0073
C -1.7746 -0.4746 -4.1777
C 0.4776 -2.5077 -2.1452
H 1.3561 -1.7606 -3.9631
H -0.2433 -2.5553 -4.1628
H -0.0864 -3.4505 -2.2134
H 1.5481 -2.7353 -2.0507
H 0.7154 1.2986 -4.9173
H 1.4970 0.4539 -3.5973
H 0.0131 1.4029 -3.3105
H -2.2416 -0.6472 -5.1453
H -2.1359 0.4766 -3.7968
H -2.1103 -1.2858 -3.5264
C -0.3273 -1.0639 6.4149
C -0.0488 0.0358 5.5720
C -0.0040 -0.1350 4.1959
C -0.2391 -1.4171 3.6176
C -0.2321 -1.6664 2.2479
C -0.4523 -2.8956 1.7168
C -0.7306 -4.0142 2.5628
C -0.7651 -3.8360 3.9271
C -0.5247 -2.5534 4.4976
C -0.5568 -2.3261 5.8847
H -0.3603 -0.9177 7.4936
H 0.1337 1.0239 5.9987
H 0.2100 0.7070 3.5283
H -0.4222 -3.0819 0.6460
H -0.9061 -4.9821 2.0906
H -0.9787 -4.6735 4.5957
H -0.7709 -3.1819 6.5306
```

## Properties
* frontier orbital gap (alpha / beta): 0.1528 / 0.1527 hartree
* energy above the lowest of the compared OMol25 structures with the same formula, charge and spin: 0.00 kcal per mole
* net charge: -2
* <S²>: 0.75
* multiplicity: 2

Formula: C25H28AgN6O3S2
Source: OMol25
Level of theory: the ωB97M-V functional and the def2-TZVPD basis

The geometry in XYZ format:
```
65
Properties=species:S:1:pos:R:3
Ag 0.6598 -0.2915 -0.7239
C -0.3829 -3.2986 -2.0152
N -0.4344 -1.8617 -2.1260
C -1.5457 -1.3093 -2.4587
C -1.7133 0.0921 -2.5710
C -2.7997 0.7963 -3.1172
C -2.4720 2.1408 -3.0238
C -1.2152 2.1904 -2.4221
N -0.7466 0.9703 -2.1541
C -0.3021 -3.6954 -0.5637
C 0.7789 -3.2840 0.2072
C 0.8339 -3.5910 1.5552
C -0.1841 -4.3180 2.1489
C -1.2522 -4.7479 1.3821
C -1.3108 -4.4351 0.0354
H 0.5226 -3.6367 -2.5395
H -1.2644 -3.7777 -2.4747
H -2.4209 -1.9216 -2.7226
H -3.7005 0.3731 -3.5307
H -3.0565 2.9862 -3.3457
H -0.6426 3.0760 -2.1834
H 1.5788 -2.7146 -0.2582
H 1.6723 -3.2523 2.1495
H -0.1471 -4.5351 3.2071
H -2.0479 -5.3191 1.8424
H -2.1589 -4.7595 -0.5523
N -4.1056 4.3286 3.6783
C -3.5320 3.1411 3.2316
C -2.8760 2.2961 4.1264
C -2.3969 1.0741 3.6932
C -2.5726 0.6869 2.3774
C -3.1787 1.5366 1.4712
C -3.6700 2.7538 1.8981
S -1.8841 -0.8670 1.8025
O -2.6871 -1.3463 0.7117
O -1.7641 -1.7452 2.9513
N -0.4695 -0.3829 1.2498
C 0.6156 -0.4070 1.9746
S 0.6432 -0.8619 3.6840
C 2.3691 -0.5939 3.6604
C 2.7645 -0.1991 2.4320
N 1.7890 -0.0833 1.4957
H -3.6830 4.7122 4.5096
H -4.2670 5.0127 2.9541
H -2.7582 2.5933 5.1612
H -1.8844 0.4067 4.3682
H -3.2570 1.2300 0.4411
H -4.1748 3.4108 1.2031
H 2.9654 -0.7705 4.5335
H 3.7822 0.0185 2.1518
C 4.3419 2.5577 -3.4056
N 3.5130 1.7597 -2.5331
C 2.2483 2.3612 -2.1703
C 3.8224 0.5091 -2.1250
C 5.1567 -0.0544 -2.5883
O 3.0902 -0.1731 -1.4295
H 3.8118 3.4854 -3.6073
H 4.5304 2.0562 -4.3579
H 5.3013 2.8127 -2.9471
H 2.4020 3.2069 -1.4936
H 1.6062 1.6168 -1.6777
H 1.7401 2.7035 -3.0714
H 5.9092 0.7051 -2.7676
H 4.9951 -0.6226 -3.5030
H 5.5132 -0.7442 -1.8280
```

## Properties
* frontier orbital gap: 0.2422 hartree
* net charge: -1

| no. | calculated total energy (eV) |
| --- | --- |
| 1 | -69572.0685 |
| 2 | -114989.1369 |
| 3 | -51883.2164 |
| 4 | -39956.9450 |
| 5 | -39937.4992 |
| 6 | -31948.3739 |
| 7 | -59936.8224 |
| 8 | -67133.8996 |